Entry 1:
{
  "formula": "C5H12NO",
  "method": "ωB97M-V/def2-TZVPD",
  "elements": ["C", "C", "N", "C", "C", "C", "O", "H", "H", "H", "H", "H", "H", "H", "H", "H", "H", "H", "H"],
  "xyz": [[-1.601, -1.207, 1.458], [-1.047, -0.045, 0.586], [-2.142, 0.448, -0.284], [0.234, -0.403, -0.189], [1.085, 0.790, -0.655], [2.549, 0.368, -1.006], [3.089, -0.563, -0.217], [-0.745, -1.336, 2.114], [-2.518, -0.867, 2.112], [-1.792, -1.997, 0.628], [-0.752, 0.791, 1.315], [-2.994, 0.850, 0.091], [-1.761, 0.915, -1.110], [0.991, -0.885, 0.450], [-0.177, -1.096, -1.009], [1.185, 1.359, 0.242], [0.823, 1.524, -1.442], [2.509, 0.004, -2.078], [3.065, 1.350, -1.004]],
  "forces_ev_per_angstrom": [[-0.4790, 1.0111, -1.3138], [-0.7908, 1.9368, 1.7215], [1.0255, -0.6253, -1.1765], [-1.4729, -0.1746, -1.3329], [0.2688, -0.2293, -0.3131], [-0.2706, -1.0150, -0.2812], [-0.0141, 0.1154, 0.4651], [-0.1791, -1.1237, 0.2751], [1.5286, -0.8839, -1.5462], [0.0224, 0.6740, 2.1552], [-0.2274, -0.8538, -0.6777], [0.6965, 0.0413, 0.1772], [-0.5150, 0.0666, 0.5881], [-0.4343, -0.4751, -0.1710], [1.1365, 0.6544, 0.7714], [0.1020, 0.7811, 0.9106], [-0.7859, -0.6092, 0.0568], [-0.0060, 0.4054, -0.0450], [0.3947, 0.3038, -0.2636]],
  "total_charge": -1,
  "multiplicity": 1,
  "largest_force_ev_per_a": 2.7,
  "e_above_lowest_kcal_mol": 27.0,
  "homo_lumo_gap_ev": 6.19,
  "smiles": "C[C@H](N)CCC[O-]",
  "homo_ev": -2.32
}


Entry 2:
{
  "formula": "C48H114N14O12",
  "method": "ωB97M-V/def2-TZVPD",
  "elements": ["C", "C", "N", "C", "C", "C", "C", "H", "H", "H", "H", "H", "H", "H", "H", "H", "H", "H", "H", "H", "H", "H", "C", "C", "N", "C", "C", "C", "C", "H", "H", "H", "H", "H", "H", "H", "H", "H", "H", "H", "H", "H", "H", "H", "C", "C", "O", "N", "C", "H", "H", "H", "H", "H", "H", "H", "C", "C", "O", "N", "C", "H", "H", "H", "H", "H", "H", "H", "C", "C", "O", "N", "C", "H", "H", "H", "H", "H", "H", "H", "C", "C", "O", "N", "C", "H", "H", "H", "H", "H", "H", "H", "C", "C", "O", "N", "C", "H", "H", "H", "H", "H", "H", "H", "C", "C", "O", "N", "C", "H", "H", "H", "H", "H", "H", "H", "C", "C", "O", "N", "C", "H", "H", "H", "H", "H", "H", "H", "C", "C", "O", "N", "C", "H", "H", "H", "H", "H", "H", "H", "C", "C", "O", "N", "C", "H", "H", "H", "H", "H", "H", "H", "C", "C", "O", "N", "C", "H", "H", "H", "H", "H", "H", "H", "C", "C", "O", "N", "C", "H", "H", "H", "H", "H", "H", "H", "C", "C", "O", "N", "C", "H", "H", "H", "H", "H", "H", "H"],
  "xyz": [[-2.047, 0.315, 2.238], [-0.566, 0.205, 1.795], [-0.417, 0.998, 0.539], [0.389, 2.183, 0.820], [1.879, 1.886, 1.014], [0.015, 0.192, -0.611], [-1.204, -0.388, -1.310], [-2.005, -0.121, 3.239], [-2.624, -0.333, 1.577], [-2.452, 1.316, 2.169], [0.108, 0.484, 2.605], [-0.416, -0.826, 1.461], [0.201, 2.970, 0.083], [0.103, 2.681, 1.755], [2.381, 2.729, 1.492], [1.991, 0.989, 1.620], [2.360, 1.776, 0.039], [0.665, -0.637, -0.308], [0.555, 0.821, -1.322], [-1.728, -1.148, -0.726], [-0.953, -0.841, -2.275], [-1.922, 0.385, -1.595], [-5.212, -0.501, -7.842], [-5.739, -1.733, -7.091], [-4.717, -2.565, -6.506], [-4.295, -2.077, -5.210], [-3.218, -2.881, -4.459], [-5.089, -3.989, -6.537], [-4.727, -4.561, -7.876], [-4.630, 0.182, -7.224], [-6.118, -0.041, -8.243], [-4.579, -0.771, -8.689], [-6.462, -1.353, -6.352], [-6.341, -2.255, -7.836], [-3.926, -1.048, -5.270], [-5.173, -2.002, -4.540], [-2.891, -2.318, -3.587], [-3.634, -3.840, -4.165], [-2.360, -2.978, -5.127], [-6.144, -4.096, -6.247], [-4.561, -4.574, -5.783], [-5.002, -5.607, -8.064], [-3.657, -4.598, -8.084], [-5.237, -4.045, -8.693], [7.663, -0.244, -1.533], [7.367, 0.934, -2.418], [8.089, 1.203, -3.371], [6.205, 1.631, -2.268], [5.302, 1.518, -1.158], [8.440, -0.899, -1.901], [6.727, -0.788, -1.372], [7.936, 0.155, -0.550], [6.085, 2.228, -3.069], [5.837, 1.608, -0.206], [4.877, 0.511, -1.052], [4.503, 2.250, -1.225], [3.063, 3.237, 7.318], [3.728, 3.964, 6.151], [4.185, 5.101, 6.237], [3.832, 3.257, 5.015], [4.294, 3.747, 3.732], [3.316, 3.873, 8.169], [3.610, 2.333, 7.590], [2.005, 3.156, 7.093], [3.733, 2.247, 5.044], [4.288, 4.830, 3.669], [3.579, 3.451, 2.955], [5.220, 3.225, 3.490], [4.078, 5.289, -1.786], [2.716, 4.666, -2.066], [1.733, 4.998, -1.417], [2.647, 3.908, -3.179], [1.496, 3.237, -3.712], [4.812, 4.608, -1.355], [3.877, 6.026, -1.010], [4.458, 5.815, -2.660], [3.549, 3.783, -3.608], [0.548, 3.570, -3.299], [1.488, 2.159, -3.542], [1.469, 3.375, -4.795], [1.565, -3.249, -1.551], [1.796, -4.759, -1.725], [1.512, -5.562, -0.853], [2.337, -5.059, -2.919], [2.788, -6.392, -3.293], [1.017, -2.784, -2.371], [2.507, -2.702, -1.463], [1.036, -3.082, -0.613], [2.572, -4.286, -3.529], [2.739, -6.534, -4.374], [2.076, -7.167, -3.008], [3.782, -6.475, -2.857], [0.680, 5.427, 4.300], [-0.156, 4.240, 4.763], [0.291, 3.420, 5.550], [-1.372, 4.157, 4.194], [-2.348, 3.155, 4.545], [1.736, 5.221, 4.468], [0.527, 6.381, 4.809], [0.481, 5.620, 3.244], [-1.732, 4.878, 3.594], [-3.132, 3.495, 5.227], [-1.874, 2.315, 5.044], [-2.898, 2.674, 3.736], [2.223, -1.572, 6.079], [2.121, -0.196, 5.438], [3.170, 0.337, 5.066], [0.978, 0.480, 5.489], [-0.324, -0.009, 5.978], [1.749, -2.376, 5.505], [1.547, -1.602, 6.945], [3.195, -1.871, 6.449], [0.997, 1.455, 5.215], [-0.660, -0.747, 5.254], [-1.001, 0.819, 6.156], [-0.113, -0.414, 6.969], [-3.818, -1.515, 4.883], [-3.571, -0.709, 6.132], [-3.964, 0.448, 6.238], [-2.951, -1.342, 7.144], [-2.624, -0.805, 8.441], [-4.329, -0.999, 4.077], [-4.425, -2.386, 5.138], [-2.825, -1.782, 4.510], [-2.779, -2.333, 7.100], [-1.860, -1.425, 8.915], [-3.497, -0.789, 9.097], [-2.145, 0.175, 8.452], [-1.602, 1.146, -6.455], [-1.574, 1.560, -5.013], [-0.749, 1.017, -4.282], [-2.426, 2.570, -4.674], [-2.411, 3.224, -3.373], [-1.660, 0.058, -6.519], [-0.694, 1.432, -6.982], [-2.498, 1.479, -6.986], [-2.692, 3.138, -5.462], [-1.639, 3.996, -3.313], [-2.108, 2.464, -2.654], [-3.393, 3.634, -3.158], [0.687, -2.464, -5.996], [1.854, -2.104, -5.116], [2.841, -2.825, -5.020], [1.710, -0.942, -4.457], [2.702, -0.492, -3.486], [-0.153, -3.037, -5.615], [1.099, -2.960, -6.879], [0.256, -1.552, -6.424], [0.998, -0.287, -4.743], [3.632, -1.045, -3.519], [2.266, -0.535, -2.485], [2.853, 0.575, -3.662], [-2.093, -5.090, 4.776], [-3.304, -4.817, 3.903], [-4.451, -5.111, 4.213], [-3.080, -4.389, 2.634], [-1.814, -3.829, 2.144], [-1.223, -5.298, 4.156], [-2.332, -6.021, 5.287], [-1.847, -4.286, 5.467], [-3.862, -4.366, 2.004], [-1.330, -4.613, 1.558], [-1.180, -3.394, 2.910], [-2.084, -2.995, 1.492], [2.916, -1.952, 1.492], [4.212, -2.468, 0.866], [4.729, -1.959, -0.122], [4.887, -3.412, 1.560], [6.203, -3.905, 1.234], [3.054, -1.918, 2.573], [2.124, -2.690, 1.342], [2.744, -1.020, 0.968], [4.476, -3.730, 2.420], [6.680, -3.303, 0.470], [6.307, -4.983, 1.118], [6.828, -3.721, 2.121], [-6.694, 4.958, 0.043], [-5.546, 4.115, -0.515], [-5.628, 3.803, -1.697], [-4.563, 3.746, 0.312], [-3.690, 2.647, -0.050], [-7.539, 4.448, -0.423], [-6.681, 6.015, -0.205], [-6.925, 4.849, 1.108], [-4.557, 4.029, 1.274], [-3.608, 2.486, -1.120], [-4.145, 1.715, 0.301], [-2.653, 2.686, 0.284]],
  "forces_ev_per_angstrom": [[1.4017, -1.1314, 0.1325], [-1.7065, 0.3338, -1.9454], [0.6065, 0.2941, 1.1671], [0.4637, 0.4885, 0.1625], [-0.0743, 0.4971, -0.7725], [-0.5986, 0.2528, 0.0821], [-0.2249, -0.2087, -0.8132], [-0.8967, 0.3538, 0.1949], [-0.2189, 0.0576, 0.0953], [0.1723, 0.0981, 0.3318], [0.2299, 0.0447, -0.1550], [0.2843, -0.2192, 0.6818], [0.2882, -0.2103, -0.3467], [-0.7049, -0.4659, 0.0657], [-0.0559, -0.0960, 0.1013], [0.2568, 0.0293, 0.0217], [0.1164, -0.3704, 0.0999], [0.2662, 0.1001, -0.0274], [0.0422, 0.0813, 0.0713], [0.0512, 0.0657, 0.1959], [0.2790, -0.1492, 0.1694], [0.0342, 0.1340, 0.3516], [-0.1463, -0.4327, -0.1225], [0.0878, 0.9963, -0.4665], [0.5992, -0.6894, 0.0277], [-0.2878, 0.3233, 1.1575], [-0.4567, 0.4490, -0.9775], [0.2619, 0.1629, 0.5514], [-0.4262, -1.0242, -1.4162], [-0.2698, 0.1129, 0.1327], [0.2673, 0.5496, 0.0270], [-0.0255, -0.1987, 0.0504], [0.0263, -0.2377, 0.2654], [0.1891, -0.5015, 0.1831], [-0.0783, -0.0066, -0.4461], [-0.0469, -0.0114, 0.0663], [-0.1051, -0.0462, 0.1224], [0.4171, -0.1372, 0.1537], [0.0485, -0.3871, 0.1236], [-0.1609, -0.1538, -0.4008], [0.1910, 0.3512, 0.0609], [-0.3681, 0.0311, 0.6405], [0.0611, 0.6343, 0.2642], [0.2545, 0.2804, 0.0449], [-0.9633, 0.6128, 1.0249], [0.5310, -0.5318, -1.5157], [0.0436, 0.0903, 0.2233], [0.5932, -0.3230, 0.0451], [-0.0545, -0.7612, 0.6713], [0.0883, 0.2303, -0.2805], [0.1579, -0.2146, 0.0254], [0.1434, -0.2222, 0.0463], [-0.3811, 0.3286, 0.2751], [-0.0365, 0.5805, -0.0635], [-0.2795, 0.0879, -0.4484], [0.0449, 0.0303, 0.0348], [1.4103, 1.0511, 0.2151], [0.9369, 0.2259, 0.1099], [-0.6710, -0.0104, 0.1554], [-0.2840, -0.7463, -0.6899], [-0.6337, -0.4703, -0.1764], [-0.7606, 0.1936, 0.0214], [-0.4773, -0.4952, -0.6056], [-0.0593, -0.3421, 0.3677], [-0.4949, 0.0837, 0.2125], [0.6756, 0.0325, 0.4001], [-0.0017, -0.1817, 0.1885], [0.3504, 0.6712, -0.1619], [-0.4332, 0.2167, 0.6577], [-0.6528, 1.1529, 0.1074], [0.1487, -0.5798, 0.0686], [0.8540, -0.1734, 0.2086], [-0.4278, -0.6034, -0.4917], [0.0377, -0.1960, -0.3498], [0.0949, 0.0845, -0.0691], [0.1668, -0.2100, -0.0584], [-0.2474, -0.2978, -0.3482], [0.2823, 0.4866, 0.2147], [0.2303, 0.0161, 0.1379], [-0.0814, 0.0803, -0.0012], [0.0575, -0.0653, 0.4497], [-0.0988, 0.9748, -0.1145], [0.0511, -0.1982, 0.0469], [-0.3762, -0.1856, -0.4463], [-0.5613, 0.3310, -0.1221], [-0.1092, -0.1917, -0.0702], [0.1715, -0.2106, -0.0979], [-0.1831, -0.1097, -0.1513], [0.0404, -0.1044, -0.0968], [0.6944, 0.5871, -0.0854], [0.2432, 0.1517, 0.9240], [0.0494, -0.9086, -0.3162], [0.1871, 0.0860, -0.2350], [0.8521, 1.0313, -0.1017], [-0.3193, -0.4015, 0.0282], [-1.2275, -0.5338, -0.3016], [-0.5556, -1.0358, 0.7832], [-0.0475, -0.2665, -0.1754], [-0.5226, -0.2620, 0.3129], [0.2022, -0.0460, -0.0436], [0.5322, 0.3094, 0.0066], [0.2390, 0.3393, 0.1148], [0.2166, 0.2009, 0.0814], [0.3642, 0.4938, -0.5303], [-2.0171, -0.4331, 0.5322], [1.9824, -0.1584, 0.9785], [-0.1878, -0.0431, -0.4898], [-1.4911, 0.5536, -0.1741], [1.8113, -0.0309, 0.2047], [0.4381, 0.1035, -0.5002], [0.2779, 0.2470, 0.1513], [0.2969, 0.3501, -0.4995], [0.2490, 0.0560, -0.0270], [-0.6512, -0.1076, 0.3639], [-0.0727, 0.0466, -0.4692], [-0.5032, -0.5128, -0.0931], [0.4288, -0.4580, 0.1646], [-1.3883, 1.3200, -0.1561], [0.5270, -0.1238, 0.0249], [0.8759, -0.8696, 0.3440], [0.1582, 0.3164, 0.7479], [-0.0190, 0.4866, 0.3299], [0.3273, -0.2556, -0.1253], [-0.2014, -0.5334, -0.1286], [-0.1419, 0.0117, -0.5258], [-0.2227, -0.3456, -0.1447], [0.0308, 0.1810, 0.0148], [-0.4508, 0.1987, -0.5301], [-0.8692, -0.5076, -0.6076], [0.8065, 0.2114, -0.3598], [-0.5417, 0.3036, 0.5285], [0.5656, -0.2078, -0.0978], [0.5756, -0.3903, -0.1076], [0.1414, -0.0503, 0.2407], [-0.0177, 0.2360, 0.0959], [0.2478, 0.3209, -0.0442], [-0.3668, -0.1059, 0.0166], [-0.1607, 0.1582, -0.1062], [-0.2552, 0.0553, 0.1187], [-0.0001, -0.0682, 0.1564], [0.0858, 0.6597, -1.7001], [-0.4543, -0.3798, 0.0784], [-0.0889, -0.1283, 0.3351], [0.7865, 0.0101, 0.2655], [-0.8778, 0.8979, 0.1547], [0.3814, -0.1717, 0.5604], [-0.0801, -0.3649, 0.2340], [-0.1270, 0.0871, 0.2568], [-0.2934, -0.1532, 0.2758], [-0.0489, -0.1149, -0.2294], [0.1772, -0.2603, 0.0790], [0.4729, -0.1014, -0.0771], [-0.1088, -0.3689, -0.4823], [-0.9957, -0.4890, -0.8905], [0.4228, 0.1003, 0.7038], [1.3393, 0.7484, 0.5604], [-1.0675, -0.2357, -0.7707], [0.0783, 0.1323, 0.0408], [0.0112, 0.2282, 0.3866], [-0.1590, -0.0045, 0.1018], [-0.2354, 0.0308, 0.1975], [0.5838, 0.3581, 0.0453], [-0.0144, -0.3310, 0.2514], [0.2150, -0.0807, -0.1682], [0.7809, -1.2105, -0.4156], [1.0211, 0.4351, 0.2296], [-0.6477, 0.1144, -0.3135], [-0.7280, -0.5577, 0.1379], [1.0459, 0.5012, 1.4703], [-0.0344, 0.6889, -0.0001], [-0.1081, 0.1946, -0.3104], [-0.4409, 0.1801, 0.4404], [0.0155, -0.0784, -0.0504], [-0.3734, -0.2717, -0.4592], [-0.5259, 0.0144, -0.6909], [0.0062, 0.0699, -0.0443], [-0.5052, -0.9867, 0.4606], [-1.3304, 1.1935, -0.5871], [0.6296, -0.2973, 0.3513], [1.1764, -0.4441, -0.1009], [0.0535, -1.1387, -0.2572], [-0.1904, 0.5660, -0.2364], [0.1820, -0.0543, -0.2897], [0.6218, 0.0903, 0.1014], [-0.3243, 0.0979, 0.0268], [-0.3903, 0.5714, -0.1017], [0.2522, -0.0476, 0.2384], [-0.1651, 0.4196, 0.4476]],
  "total_charge": 0,
  "multiplicity": 1,
  "largest_force_ev_per_a": 2.6,
  "e_above_lowest_kcal_mol": 0.0,
  "homo_lumo_gap_ev": 8.62,
  "homo_ev": -8.57
}